No. 1
Formula: C32H45BiClN3O7SeSi2
Source: the Open Molecules 2025 dataset
Level of theory: ωB97M-V/def2-TZVPD

The geometry in XYZ format:
```
92
Properties=species:S:1:pos:R:3:lowdin_charge:R:1
Bi -0.0553 -0.7024 -1.0374 1.51
O -3.6510 -5.3014 2.6153 0.12
C -2.8219 -4.5719 2.1442 -0.24
C -2.3493 -4.5358 0.6674 -0.25
O -2.6787 -5.3021 -0.1982 0.13
C -1.4238 -3.3556 0.5457 -0.31
C -1.1554 -2.9203 1.8636 -0.22
O -0.2443 -1.9903 2.1275 -0.09
C -2.0336 -3.4719 2.8428 -0.31
O -2.1292 -3.1148 4.0137 0.04
O -1.0405 -2.9058 -0.5520 -0.18
N 1.1438 7.4399 -2.2416 -0.06
C 1.1513 4.4161 -1.9209 -0.28
C 1.3566 3.5511 -3.1471 -0.24
C 1.5353 2.0391 -2.8676 -0.37
N 0.2787 1.4801 -2.3266 -0.08
C 2.6761 1.8191 -1.8818 -0.13
C 2.5139 2.6252 -0.5916 -0.39
N 1.4040 2.0614 0.2149 0.04
C 2.2614 4.1071 -0.9328 -0.25
H 0.1803 7.6273 -2.5100 -0.04
H 1.1827 6.3714 -2.1669 -0.04
H 1.2121 7.7768 -1.2839 -0.04
H 0.1518 4.2744 -1.4743 0.03
H 2.2719 3.8663 -3.6826 0.10
H 0.5227 3.6656 -3.8563 0.09
H 1.7566 1.4911 -3.7917 0.13
H -0.4511 1.5393 -3.0311 0.05
H 0.0260 2.1092 -1.5594 0.02
H 3.5924 2.1609 -2.3736 0.12
H 2.8017 0.7496 -1.6637 0.09
H 3.4548 2.5413 -0.0256 0.12
H 1.1784 2.7117 0.9609 0.07
H 1.7418 1.2052 0.6515 0.03
H 3.2216 4.4722 -1.3433 0.09
H 2.1060 4.6473 0.0148 0.09
C -2.2347 2.1583 -0.1971 -0.26
Si -1.8626 0.5362 0.6616 0.47
C -3.4557 -0.4707 0.6100 -0.22
C -1.8075 0.9546 2.5584 -0.23
C -2.6396 2.0422 2.8615 -0.12
C -2.9327 2.4262 4.1647 -0.10
C -2.4047 1.7193 5.2295 -0.10
C -1.5764 0.6394 4.9658 -0.10
C -1.2543 0.2502 3.6606 -0.22
Si 0.0302 -1.0845 3.5620 0.52
C 0.2638 -2.0343 5.1259 -0.17
C 1.6657 -0.2559 3.2579 -0.13
H -3.2498 2.4986 0.0303 0.03
H -2.1821 2.0269 -1.2804 -0.01
H -1.5240 2.9413 0.0889 0.03
H -4.2658 0.1875 0.9435 0.03
H -3.4151 -1.3192 1.2989 0.02
H -3.6972 -0.8491 -0.3873 -0.01
H -3.0848 2.6148 2.0586 0.07
H -3.5823 3.2760 4.3380 0.09
H -2.6327 2.0009 6.2508 0.09
H -1.1662 0.0793 5.8023 0.09
H 0.6669 -1.3369 5.8670 0.03
H 1.0319 -2.7921 4.9407 0.05
H -0.6300 -2.5200 5.5135 0.02
H 2.2590 -0.2511 4.1789 0.03
H 1.5338 0.7836 2.9475 0.03
H 2.2296 -0.7720 2.4771 0.02
Cl 5.7359 -2.5435 -1.2498 0.49
C 4.5088 -1.9321 -0.0804 -0.50
C 3.1022 -1.7196 -0.6351 -0.80
O 2.7861 -2.1223 -1.7522 -0.06
O 2.3699 -1.1193 0.2189 -0.22
H 4.8731 -0.9908 0.3173 0.07
H 4.4515 -2.6572 0.7268 0.07
C -0.4274 0.4498 -8.6444 -0.07
C -0.8077 0.1730 -7.2097 -0.28
C 0.0077 -0.5798 -6.3810 -0.03
C -0.3286 -0.8725 -5.0581 -0.29
C 0.6242 -1.7196 -4.2619 -0.09
C -1.5413 -0.3800 -4.5440 -0.54
Se -2.1950 -0.7156 -2.7807 0.66
C -2.3855 0.3827 -5.3720 -0.32
C -3.6954 0.9384 -4.8738 -0.11
C -2.0032 0.6425 -6.6840 -0.03
H 0.6266 0.2291 -8.8213 0.07
H -0.6012 1.4956 -8.9086 0.07
H -1.0141 -0.1624 -9.3354 0.07
H 0.9495 -0.9601 -6.7667 0.11
H 1.3900 -2.1501 -4.9066 0.08
H 0.1042 -2.5366 -3.7550 0.08
H 1.1481 -1.1400 -3.5009 0.01
H -3.5380 1.6294 -4.0426 0.07
H -4.3484 0.1513 -4.4931 0.06
H -4.2121 1.4642 -5.6787 0.07
H -2.6624 1.2398 -7.3094 0.11
```

* Kohn-Sham gap: 4.573 eV
* LUMO: 4.06 eV
* energy above the lowest of the compared OMol25 structures with the same formula, charge and spin: 7.7 kcal per mole
* net charge: -2

No. 2
Formula: C4H12N3
Source: the Open Molecules 2025 dataset
Level of theory: ωB97M-V/def2-TZVPD

The geometry in XYZ format:
```
19
Properties=species:S:1:pos:R:3:lowdin_charge:R:1
C -1.2578 -0.5669 1.6232 -0.39
C -0.3290 -0.9738 0.5109 -0.07
C 0.0540 0.2792 -0.6042 -0.32
C 0.5771 -0.1925 -1.8211 0.11
N 1.8238 -0.8949 -1.9953 0.11
N 0.7448 1.3306 0.1865 0.03
N -1.5651 0.8698 1.6234 0.01
H -0.8701 -0.8676 2.6113 0.11
H -2.2146 -1.1014 1.5675 0.12
H 0.6597 -1.2998 0.8183 0.11
H -0.7784 -1.6987 -0.2084 0.13
H 0.0559 -0.0333 -2.7482 0.15
H 1.6969 -1.7244 -1.3893 0.13
H 2.4806 -0.2130 -1.6030 0.13
H -0.9566 0.6919 -0.4784 0.13
H 1.0142 2.1114 -0.4117 0.10
H 0.0205 1.7423 0.7710 0.03
H -2.3355 1.1283 2.2319 0.07
H 0.0020 0.6626 2.0632 0.31
```

* Kohn-Sham gap: 6.059 eV
* LUMO: -7.39 eV
* energy above the lowest of the compared OMol25 structures with the same formula, charge and spin: 228.0 kcal per mole
* net charge: +1